[1]
25
Properties=species:S:1:pos:R:3:forces:R:3 method="wB97M-V/def2-TZVPD" lumo_energy_ev=0.1 de_lowest_ev=3.186 spin_multiplicity=1 homo_ha=-0.36058 largest_force_ev_per_a=5.37 smiles="C[C@@H]1[C@@H]2[C@H]1[C@]1(C#N)N=N[C@@]2(C#N)[C@H]2C[C@H]21"
C 2.6852 -0.9127 -0.5681 2.6 -0.2 0.3
C -2.5991 -1.2590 -0.5054 -0.5 0.1 -1.4
C 0.1556 -3.1664 0.4037 -0.4 -1.4 -5.2
C 0.7800 -1.9107 0.7271 2.1 1.2 -0.1
C -0.6640 -1.9733 0.7053 -1.2 0.0 1.0
C 0.7567 0.5192 -0.0377 -1.1 -2.6 -2.7
C -0.7622 0.4386 -0.1251 1.0 -1.2 1.0
C -0.0187 1.2568 -1.1428 0.6 1.2 1.6
C 1.2987 -0.9977 -0.4337 -1.4 2.3 3.4
C -1.1778 -1.0469 -0.4142 0.7 0.5 2.1
C 0.0291 2.7746 -0.8640 1.2 -0.6 -4.3
N 3.8261 -0.8100 -0.5878 0.2 0.0 -0.1
N -3.6715 -1.5244 -0.8065 -0.4 0.0 0.4
N 0.7156 -1.2852 -1.6495 -0.2 -0.8 -1.5
N -0.5020 -1.3279 -1.6148 -1.8 -1.2 -2.9
H 0.1456 -3.4588 -0.7528 0.3 0.1 2.9
H 0.1541 -3.9071 1.1482 0.0 -1.0 0.4
H 1.2908 -1.8695 1.6579 0.7 0.4 0.4
H -1.2142 -2.2272 1.6227 -0.2 1.3 -0.4
H 1.4108 0.9925 0.6432 0.1 0.6 0.8
H -1.2990 0.7244 0.7543 -0.5 1.2 0.0
H 0.1136 0.9386 -2.1755 -0.4 0.0 0.4
H 0.9687 3.1676 -1.4325 -1.6 -0.4 1.3
H 0.0972 2.9195 0.1459 0.3 0.7 2.6
H -0.8378 3.3019 -1.2649 0.0 -0.1 0.0

---

[2]
28
Properties=species:S:1:pos:R:3:forces:R:3 method="wB97M-V/def2-TZVPD" lumo_energy_ev=-1.1 de_lowest_ev=1.774 spin_multiplicity=1 homo_ha=-0.32424 largest_force_ev_per_a=5.80 smiles="Cc1ccsc1C/N=N/c1ncnc2nc[nH]c12"
N -2.2578 -2.9237 1.1935 1.8 0.6 0.9
N 1.1439 0.2244 2.1164 4.7 2.6 -2.3
N 1.7479 0.1734 0.9373 -2.3 -1.9 3.9
N -1.9873 -2.1447 3.5607 -0.3 -0.6 -1.8
N -0.4303 -0.4101 3.7404 1.1 0.8 3.2
S 1.1891 3.5526 1.1265 0.0 0.6 -1.9
C -1.4892 -2.6946 0.1571 1.4 1.7 3.3
C 0.5877 4.4587 -0.3376 -0.1 -1.1 2.8
C 0.8120 3.7402 -1.4329 -0.3 0.6 -1.3
C 1.5711 2.5677 -1.2333 2.0 -1.2 -0.3
C 1.9175 2.3331 0.0804 0.5 0.7 -0.3
C -1.3866 -1.2085 4.2640 0.7 0.6 -1.7
C -1.5721 -2.2411 2.2480 -1.4 0.1 1.6
C 0.1847 -0.6640 2.6365 -0.5 1.0 -2.6
C -0.4340 -1.5283 1.8109 -2.5 -3.7 -2.9
N -0.3799 -1.8692 0.4729 1.4 0.4 -2.5
C 2.0455 1.7007 -2.4180 -2.1 -1.4 1.9
C 2.8200 1.2191 0.6727 -1.1 0.5 1.2
H -1.5794 -3.1499 -0.7713 -0.3 -0.4 -1.6
H -0.0778 5.2998 -0.2331 0.2 0.1 0.2
H 0.4259 4.1159 -2.3899 0.4 -0.5 0.2
H -1.7329 -0.9426 5.2599 0.0 -0.3 -0.2
H 0.3431 -1.4720 -0.2267 -1.7 -1.0 1.8
H 2.5277 2.1978 -3.2115 0.3 1.0 -0.9
H 1.0567 1.2571 -2.7621 1.4 0.1 -0.2
H 2.7242 0.8808 -2.0999 -0.6 0.4 -0.1
H 3.3786 1.5276 1.6036 -1.2 -0.1 -0.6
H 3.6685 0.8168 0.0522 -1.6 0.2 -0.1

---

[3]
22
Properties=species:S:1:pos:R:3:forces:R:3 method="wB97M-V/def2-TZVPD" lumo_energy_ev="0.1 / 0.1" de_lowest_ev=9.605 spin_multiplicity=1 homo_ha="-0.29143 / -0.29140" largest_force_ev_per_a=5.02 smiles="CC1(C)CC2=CC(O)=C3C4=C1[C@]234"
C 2.2121 -0.9195 0.1520 0.0 1.5 1.8
C 0.8690 -1.1569 0.0816 -1.8 -0.4 -0.4
C 0.4149 -1.1312 1.3809 -0.7 0.5 1.8
C 0.0742 0.2931 2.0273 -0.4 -0.1 -1.5
C 1.3161 -0.3030 2.2407 -1.4 -0.8 0.5
C 2.4462 -0.2082 1.4055 -1.0 -1.4 -1.8
C -0.2935 -0.9398 -0.8392 2.6 3.3 -2.8
C -1.0294 0.0935 1.3529 2.0 -0.6 0.5
C -1.1920 0.1612 -0.1739 -2.2 -0.2 0.1
C -0.8438 1.5757 -0.5736 -1.7 1.2 -3.8
C -2.6492 -0.1420 -0.7795 1.9 -1.0 1.3
O 3.5741 0.3540 1.7247 2.2 0.7 -0.5
H 2.8889 -1.0097 -0.6292 1.4 0.0 -1.2
H 0.0108 -0.5271 -1.9605 -0.5 -0.9 2.8
H -0.8706 -1.7548 -1.0754 -1.2 -2.2 -0.1
H -1.6217 2.3965 -0.4901 0.4 -1.3 0.5
H -0.6857 1.5815 -1.7069 -0.4 -0.2 1.1
H 0.0415 2.0148 -0.2680 1.9 0.3 1.3
H -3.2460 0.7230 -0.7286 -0.8 1.1 -0.1
H -3.1840 -0.9752 -0.2745 0.6 0.4 -0.3
H -2.3994 -0.4007 -1.8022 -0.6 0.0 -0.3
H 4.1673 0.2749 0.9361 -0.5 0.2 1.1